The following is a quantum chemistry calculation of a single C5H7N molecule, from the Open Molecules 2025 dataset.

Results
ΔE to the lowest compared entry with this formula, charge and spin = 3.435 eV
Total energy = -6785.0780 eV
HOMO-LUMO gap = 10.582 eV

```
! RIJCOSX wB97M-V def2-TZVPD def2/J DEFGRID3
* xyz 0 1
C 1.64 1.01 1.48
N 1.32 0.44 0.36
C -0.07 0.23 0.00
C -0.43 0.19 -1.60
C -1.25 -0.82 -1.36
C -0.71 -1.08 0.04
H 2.68 1.11 1.66
H 0.81 1.39 2.08
H -0.65 0.96 0.49
H -0.06 0.99 -2.32
H -1.87 -1.41 -1.92
H -1.47 -1.23 0.82
H 0.06 -1.78 0.27
*
```

Atom charges from the Mulliken analysis, given in e for atoms 1 to 4:
1 C -0.27
2 N -0.54
3 C 0.42
4 C -0.62



The following is a quantum chemistry calculation of a single C5H7N molecule, from the Open Molecules 2025 dataset.

Results
ΔE to the lowest compared entry with this formula, charge and spin = 0.983 eV
Total energy = -6787.5296 eV
HOMO-LUMO gap = 10.305 eV

```
! RIJCOSX wB97M-V def2-TZVPD def2/J DEFGRID3
* xyz 0 1
C 1.87 -0.18 -0.21
C 0.41 -0.17 0.25
C -0.47 1.04 0.07
C -1.72 0.61 -0.09
C -1.63 -0.86 -0.21
N -0.43 -1.32 -0.11
H 2.27 -1.18 -0.04
H 2.05 0.12 -1.25
H 2.41 0.51 0.45
H 0.52 -0.26 1.34
H -0.13 2.07 0.19
H -2.64 1.19 -0.05
H -2.48 -1.53 -0.31
*
```

Atom charges from the Mulliken analysis, given in e for atoms 1 to 4:
1 C -1.23
2 C 0.73
3 C -0.62
4 C -0.24



The following is a quantum chemistry calculation of a molecular structure, C5H7N, from the Open Molecules 2025 dataset.

Results
ΔE to the lowest compared entry with this formula, charge and spin = 4.783 eV
Total energy = -6783.7292 eV
HOMO-LUMO gap = 9.906 eV

```
! RIJCOSX wB97M-V def2-TZVPD def2/J DEFGRID3
* xyz 0 1
C 0.50 0.83 0.70
C -0.84 0.06 0.48
C 0.70 0.26 -0.66
C 0.50 -1.24 -0.60
C -0.46 -1.40 0.43
H 1.18 0.90 1.48
H 0.42 1.94 0.38
H -1.70 0.43 0.94
H -1.23 1.41 -0.86
H 1.29 0.79 -1.42
H 1.29 -1.99 -0.82
H -0.78 -2.41 1.00
N -0.87 0.42 -1.06
*
```

Atom charges from the Mulliken analysis, given in e for atoms 1 to 4:
1 C -0.67
2 C -0.03
3 C -0.04
4 C -0.47



The following is a quantum chemistry calculation of a single C5H7N molecule, from the Open Molecules 2025 dataset.

Results
ΔE to the lowest compared entry with this formula, charge and spin = 2.162 eV
Total energy = -6786.3506 eV
HOMO-LUMO gap = 8.799 eV

```
! RIJCOSX wB97M-V def2-TZVPD def2/J DEFGRID3
* xyz 0 1
C 1.59 -0.04 -0.23
C 0.52 0.03 0.84
C -0.32 1.14 0.68
C -1.45 0.71 -0.03
C -1.33 -0.67 -0.19
N -0.27 -1.09 0.54
H 2.21 -0.94 -0.22
H 0.86 -0.15 -1.10
H 2.20 0.86 -0.34
H -0.03 2.16 0.87
H -2.22 1.33 -0.46
H -1.96 -1.36 -0.73
H 0.20 -1.97 0.39
*
```

Atom charges from the Mulliken analysis, given in e for atoms 1 to 4:
1 C -1.06
2 C 0.51
3 C -0.68
4 C -0.08



The following is a quantum chemistry calculation of a gas-phase ion, C5H7N2 (charge +1), from the Open Molecules 2025 dataset.

Results
ΔE to the lowest compared entry with this formula, charge and spin = 6.577 eV
Total energy = -8266.2007 eV
HOMO-LUMO gap (alpha / beta) = 8.265 / 8.265 eV

```
! RIJCOSX wB97M-V def2-TZVPD def2/J DEFGRID3
* xyz 1 1
C 0.52 -1.24 -0.25
C -0.51 -0.22 -0.02
C -0.16 1.01 -0.11
C -1.83 -0.91 -0.01
C 0.05 2.25 0.00
N 1.71 -0.87 0.00
N 2.55 -0.02 0.00
H 0.26 -2.11 -0.69
H -2.57 -0.11 0.12
H -1.98 -1.48 0.90
H -1.78 -1.69 -0.78
H 0.44 2.61 -0.92
H 3.26 0.15 0.79
H 0.05 2.62 0.98
*
```

Atom charges from the Mulliken analysis, given in e for atoms 1 to 4:
1 C -0.13
2 C 0.71
3 C 0.00
4 C -1.21



The following is a quantum chemistry calculation of a gas-phase ion, C5H7N2 (charge +1), from the Open Molecules 2025 dataset.

Results
ΔE to the lowest compared entry with this formula, charge and spin = 7.407 eV
Total energy = -8265.3705 eV
HOMO-LUMO gap (alpha / beta) = 7.154 / 6.616 eV

```
! RIJCOSX wB97M-V def2-TZVPD def2/J DEFGRID3
* xyz 1 1
C 0.37 -1.77 0.07
C 1.41 -1.98 0.97
C 0.17 -0.46 -0.33
C -1.40 1.67 -0.10
C -0.32 0.75 -0.80
N 1.84 0.26 0.79
N 1.99 -0.81 1.27
H -0.30 -2.60 -0.38
H 1.79 -2.86 1.45
H -2.26 1.66 -0.84
H -1.08 2.70 0.00
H -1.93 1.40 0.82
H 0.44 1.51 -1.06
H -0.72 0.52 -1.87
*
```

Atom charges from the Mulliken analysis, given in e for atoms 1 to 4:
1 C -0.48
2 C -0.17
3 C 0.39
4 C -0.89



The following is a quantum chemistry calculation of a molecular structure, C5H7N2, from the Open Molecules 2025 dataset.

Results
ΔE to the lowest compared entry with this formula, charge and spin = 6.382 eV
Total energy = -8266.3951 eV
HOMO-LUMO gap (alpha / beta) = 7.539 / 7.545 eV

```
! RIJCOSX wB97M-V def2-TZVPD def2/J DEFGRID3
* xyz 1 1
C -2.58 -0.08 -0.32
C -1.59 -1.11 0.19
C 1.50 -1.11 -0.19
C 0.81 0.05 0.03
C 1.32 1.42 0.27
N -1.73 0.85 -0.47
N -0.67 -0.16 0.05
H -3.58 0.07 -0.59
H -1.60 -2.17 0.37
H 1.02 -2.05 -0.24
H 2.57 -0.99 -0.19
H 1.42 1.58 1.35
H 0.70 2.29 -0.17
H 2.41 1.39 -0.07
*
```

Atom charges from the Mulliken analysis, given in e for atoms 1 to 4:
1 C -0.20
2 C -0.01
3 C -0.85
4 C 0.83



The following is a quantum chemistry calculation of a molecular structure, C5H7N2, from the Open Molecules 2025 dataset.

Results
ΔE to the lowest compared entry with this formula, charge and spin = 5.160 eV
Total energy = -8267.6173 eV
HOMO-LUMO gap (alpha / beta) = 7.407 / 7.950 eV

```
! RIJCOSX wB97M-V def2-TZVPD def2/J DEFGRID3
* xyz 1 1
C 0.65 -1.21 -0.50
C 1.22 0.00 0.12
C -1.16 -0.01 -0.45
C 2.57 0.13 0.07
C -2.51 0.21 0.04
N -0.66 -1.16 -0.71
N 0.33 0.91 0.30
H 1.37 -2.05 -0.59
H 2.96 1.02 0.64
H 3.24 -0.62 -0.32
H -3.34 0.19 -0.63
H -2.59 1.17 0.59
H -2.56 -0.50 0.92
H 0.49 1.92 0.53
*
```

Atom charges from the Mulliken analysis, given in e for atoms 1 to 4:
1 C -0.25
2 C 0.95
3 C 0.50
4 C -0.80



The following is a quantum chemistry calculation of 2 unconnected molecules or ions with the total composition C5H7N2O2, from the Open Molecules 2025 dataset.

Results
ΔE to the lowest compared entry with this formula, charge and spin = 4.972 eV
Total energy = -12370.8433 eV
HOMO-LUMO gap = 5.581 eV

```
! RIJCOSX wB97M-V def2-TZVPD def2/J DEFGRID3
* xyz -1 1
C -3.10 0.38 0.28
C 1.30 0.71 0.44
C 0.34 0.89 -0.73
C 1.10 -0.66 0.97
C -0.48 -0.47 -0.84
N 0.57 -1.39 -1.17
N 0.06 -1.36 0.19
O -3.08 1.50 0.52
O -3.43 -0.71 0.11
H 2.29 0.97 0.17
H 0.98 1.62 1.08
H -0.42 1.63 -0.62
H 0.85 1.08 -1.73
H 2.08 -1.22 0.90
H 0.84 -0.72 2.00
H 0.10 -2.25 -1.56
*
```

Atom charges from the Mulliken analysis, given in e for atoms 1 to 4:
1 C 0.53
2 C -0.54
3 C -0.36
4 C -0.34